# 1
A cluster of 3 separate species, C4H7NO in total, computed with ωB97M-V/def2-TZVPD.

Values from the calculation:
E_HOMO: -8.90 eV
Energy relative to the best compared isomer or geometry (same formula, charge and spin): 6.4181 eV
Gap between HOMO and LUMO: 8.553 eV
F_max: 0.34 eV Å⁻¹

ORCA input file:
```
! RIJCOSX wB97M-V def2-TZVPD def2/J DEFGRID3
* xyz 0 1
O -0.19564 -2.42932 -0.86113
N -0.17489 -1.97294 0.32880
C 0.25029 -0.70631 0.36174
C 0.38963 0.17248 -0.71702
C 0.14938 1.37533 0.17888
C 0.06959 0.38714 1.39061
H -0.81666 -1.33535 -1.62958
H 0.95988 0.10011 -1.63726
H -0.85801 -0.47359 -1.63116
H 0.97412 2.09486 0.20162
H -0.78205 1.91186 -0.01995
H 0.90533 0.50075 2.08690
H -0.87096 0.37499 1.94757
*
```

=====

# 2
A cluster of 2 separate species, C3H2F2OS in total at a distorted geometry, computed with ωB97M-V/def2-TZVPD.

Values from the calculation:
E_HOMO (spin up / spin down): -8.95 / -8.95 eV
Energy relative to the best compared isomer or geometry (same formula, charge and spin): 4.4148 eV
Gap between HOMO and LUMO (spin up / spin down): 8.185 / 8.184 eV
F_max: 4.94 eV Å⁻¹

ORCA input file:
```
! RIJCOSX wB97M-V def2-TZVPD def2/J DEFGRID3
* xyz 0 1
C 0.95459 1.42230 -1.42367
C 0.17276 0.51774 -1.41508
C -0.39205 -0.54336 1.44472
O -0.68107 -1.87590 -1.50217
F 0.89485 -0.84303 1.51241
F -0.57531 0.81790 1.57992
S -1.06417 -0.62886 -0.91745
H 1.55853 2.27391 -1.41626
H -0.86813 -1.14069 2.13757
*
```

=====

# 3
A structure of composition C38H68N8O8 at a distorted geometry, computed with ωB97M-V/def2-TZVPD.

Values from the calculation:
E_HOMO: -7.27 eV
Gap between HOMO and LUMO: 6.227 eV
F_max: 18.50 eV Å⁻¹

ORCA input file:
```
! RIJCOSX wB97M-V def2-TZVPD def2/J DEFGRID3
* xyz 0 1
C -2.86333 2.13830 1.95535
C -2.00826 3.35000 2.36889
N -2.47846 3.84160 3.68001
C -1.39150 4.62964 4.27990
C -1.67703 4.95690 5.75478
C -3.71996 4.69853 3.56964
C -4.84329 4.00032 4.32608
H -2.14940 1.42851 1.53750
H -3.59994 2.19848 1.15417
H -3.44772 1.74425 2.78681
H -0.95126 3.09736 2.45262
H -2.02287 4.15547 1.63466
H -0.48739 4.02371 4.22052
H -1.22634 5.51696 3.66876
H -0.83578 4.63230 6.36717
H -1.87706 6.02068 5.88313
H -2.58922 4.45536 6.07799
H -4.07380 4.94636 2.56890
H -3.56728 5.65714 4.06548
H -4.63523 4.20195 5.37687
H -4.94031 2.96476 4.00005
H -5.83358 4.36640 4.05512
C -0.24168 -4.08411 -6.29940
C -0.71624 -3.14855 -5.14489
N -0.30514 -3.72849 -3.87280
C -0.82639 -5.09443 -3.61437
C -2.35880 -5.10616 -3.35474
C -0.30895 -2.93861 -2.67645
C -0.06965 -1.42814 -2.90839
H 0.83206 -4.16376 -6.12954
H -0.43966 -3.50919 -7.20404
H -0.52815 -5.12733 -6.43247
H -0.31554 -2.13669 -5.20544
H -1.79132 -2.99469 -5.05198
H -0.66469 -5.77693 -4.44873
H -0.17439 -5.54241 -2.86449
H -2.89002 -5.19700 -4.30219
H -2.80612 -5.92290 -2.78823
H -2.72604 -4.15780 -2.96249
H 0.48068 -3.38248 -2.07017
H -1.12054 -3.03505 -1.95526
H -0.87314 -0.93657 -3.45691
H 0.87752 -1.20162 -3.39794
H -0.04424 -0.94921 -1.92956
O 3.54222 2.55683 1.03297
C 3.21508 1.34631 1.10720
N 2.51409 0.79530 2.04690
C 3.66469 0.42927 -0.01170
H 2.13414 1.18382 2.89825
H 2.08150 -0.08736 1.81482
H 4.61003 0.69361 -0.48559
H 2.93557 0.59592 -0.80461
H 3.75595 -0.64337 0.15920
O 1.59549 -0.97694 1.05577
C 0.65481 -0.26064 0.70998
N -0.29661 -0.08863 1.56599
C 0.64235 0.22383 -0.72181
H -0.23301 -0.56069 2.45661
H -0.91875 0.70645 1.53610
H -0.31930 0.55932 -1.11011
H 0.95953 -0.62448 -1.32833
H 1.29950 1.09209 -0.77063
O -1.02101 1.71789 0.49678
C -0.42107 2.80333 0.55544
N -1.02209 3.99916 0.55863
C 1.03760 2.74129 0.61097
H -2.01511 4.10220 0.40569
H -0.43623 4.81659 0.65181
H 1.45739 3.60049 1.13408
H 1.37342 2.69754 -0.42509
H 1.28828 1.90906 1.26874
O -3.71703 1.92803 -0.50449
C -3.66584 0.73897 -0.02708
N -2.66606 0.30075 0.72660
C -4.89303 -0.21160 -0.35501
H -2.67686 -0.67012 1.00480
H -1.99161 0.82307 1.26734
H -4.82259 -0.50955 -1.40113
H -5.77127 0.43337 -0.38357
H -5.04832 -1.11405 0.23623
O -3.01871 -1.51327 1.20782
C -2.93711 -2.27443 2.15528
N -3.43608 -3.51275 2.06010
C -2.12762 -1.83207 3.37660
H -3.35866 -4.32051 2.66145
H -3.69095 -3.80693 1.12812
H -1.27744 -1.15710 3.27793
H -1.72481 -2.75531 3.79310
H -2.83330 -1.48457 4.13115
O 0.66442 -1.00904 3.41828
C 0.79470 -2.19988 3.18681
N 1.46316 -2.67037 2.11863
C 0.18103 -3.24045 3.95798
H 1.54637 -3.67315 2.03132
H 1.73957 -2.03652 1.38248
H 0.81523 -3.90242 4.54762
H -0.51323 -3.76991 3.30547
H -0.41846 -2.75635 4.72893
C 4.98690 -2.90034 -0.54912
C 6.23151 -2.37792 -0.65844
C 6.32378 -1.20221 -1.35614
C 5.29480 -0.56376 -2.08527
C 4.00630 -1.06699 -1.85644
C 3.90763 -2.28934 -1.14168
C 2.77383 -0.47751 -2.50436
O 1.67607 -0.88401 -2.33691
C 3.03276 0.78320 -3.38952
C 1.89291 1.48318 -3.89197
C 2.07006 2.64654 -4.67034
C 3.32153 3.25623 -4.73159
C 4.43607 2.65642 -3.99491
C 4.34335 1.35613 -3.52705
C 5.54541 0.59594 -3.05899
O 6.70567 0.91411 -3.32566
H 4.86798 -3.84269 -0.03508
H 7.01817 -2.74707 -0.01711
H 7.28180 -0.72472 -1.21258
H 2.98114 -2.74615 -0.82649
H 0.90585 1.04683 -3.85058
H 1.14600 3.09814 -4.99985
H 3.39128 4.23749 -5.17732
H 5.39410 3.15355 -3.95700
*
```

=====

# 4
A structure of composition C7H4BLiO3, computed with ωB97M-V/def2-TZVPD.

Values from the calculation:
E_HOMO: -7.61 eV
Gap between HOMO and LUMO: 7.134 eV
F_max: 0.13 eV Å⁻¹

ORCA input file:
```
! RIJCOSX wB97M-V def2-TZVPD def2/J DEFGRID3
* xyz 0 1
Li -3.97388 0.01038 1.02991
O -3.97265 -0.01966 4.34181
C -4.24450 -0.00814 3.25532
O -1.08722 1.14717 0.07174
B -1.90497 0.00718 0.31285
O -1.10488 -1.13656 0.03382
C 0.11534 -0.68933 -0.38815
C 1.21445 -1.41938 -0.78616
C 2.34401 -0.69647 -1.16842
C 2.35453 0.69353 -1.14618
C 1.23602 1.42089 -0.74050
C 0.12591 0.69529 -0.36555
H 1.19047 -2.50040 -0.79719
H 3.23015 -1.22922 -1.48779
H 3.24864 1.22280 -1.44865
H 1.22858 2.50194 -0.71685
*
```